No. 1
Density functional theory data (wB97M-V/def2-TZVPD) for a 2-piece molecular cluster, C4H15N2O overall at a distorted geometry.

Frontier orbital gap   0.4046 Eh
Calculated total energy   -9411.2944 eV
Spin multiplicity   1
Relative energy (zero: lowest compared OMol25 entry of this formula, charge and spin)   228.5 kJ/mol
Net charge   +1
Highest occupied orbital energy   -13.779 eV

```
22
Properties=species:S:1:pos:R:3:forces:R:3:nbo_charge:R:1
C -0.425 2.255 -0.766 -1.3 -2.7 2.2 -0.611
C -0.355 0.614 -0.385 4.1 1.2 -1.4 0.034
C 0.264 -0.435 -1.539 0.9 0.2 -1.5 -0.487
C 0.162 -1.970 -1.264 -3.8 0.4 3.1 -0.227
N 0.849 -2.296 0.027 1.7 0.3 -1.3 -0.888
N 0.835 0.492 0.796 -3.9 5.0 -0.4 -0.745
H 0.592 2.524 -0.914 0.7 0.4 -0.9 0.212
H -0.758 2.889 0.151 0.1 -1.4 -1.7 0.235
H -1.094 2.313 -1.638 0.5 0.5 0.4 0.250
H -1.154 0.187 0.168 -0.9 -0.2 -0.1 0.213
H 0.016 -0.303 -2.651 -1.0 0.3 1.8 0.268
H 1.369 -0.286 -1.772 -0.8 0.5 1.3 0.219
H 0.384 -2.607 -2.095 0.6 0.0 -0.6 0.214
H -0.933 -2.226 -0.981 1.4 0.5 -0.9 0.192
H 1.842 -2.255 -0.300 -0.7 -0.6 1.2 0.362
H 0.656 -3.232 0.443 0.2 1.0 -0.9 0.402
H 0.315 0.815 1.659 0.7 -0.7 -0.9 0.458
H 1.640 1.076 0.638 0.4 -0.2 -0.4 0.419
H 0.903 -0.447 0.732 1.4 -4.6 0.5 0.446
H -1.246 1.852 2.944 0.3 1.1 0.8 0.494
H -2.160 0.792 2.513 0.0 -0.4 -0.2 0.506
O -1.254 1.094 2.383 -0.6 -0.4 -0.1 -0.966
```
Forces are in eV/Å.


No. 2
Density functional theory data (wB97M-V/def2-TZVPD) for one molecule with the formula C2H4NO2P at a distorted geometry.

Frontier orbital gap (alpha / beta)   0.3020 / 0.3014 Eh
Calculated total energy   -17007.1532 eV
Spin multiplicity   1
Relative energy (zero: lowest compared OMol25 entry of this formula, charge and spin)   603.6 kJ/mol
Highest occupied orbital energy (alpha / beta)   -9.246 / -9.235 eV

```
10
Properties=species:S:1:pos:R:3:forces:R:3:nbo_charge:R:1
C 0.956 -0.372 -0.004 -2.4 -1.4 0.4 -0.045
C -0.534 -0.851 0.384 0.7 1.9 0.7 -0.727
N -0.689 1.644 -0.624 2.4 1.2 0.3 -0.043
O -0.585 2.790 -0.927 -0.1 -1.5 0.2 -0.253
O 1.119 0.905 -0.039 -1.1 3.5 -0.3 -0.539
P -1.687 0.444 -0.336 -0.7 -1.7 0.1 0.808
H 1.483 -0.868 0.733 1.5 -0.7 2.5 0.184
H 1.301 -0.905 -0.842 -0.2 -0.8 -2.1 0.134
H -0.549 -1.885 0.191 -0.8 -1.3 -1.4 0.247
H -0.815 -0.902 1.463 0.6 0.8 -0.3 0.233
```
Forces are in eV/Å.


No. 3
Density functional theory data (wB97M-V/def2-TZVPD) for a 2-piece molecular cluster, C4H10N2O overall at a distorted geometry.

Frontier orbital gap   0.3236 Eh
Calculated total energy   -9336.6241 eV
Spin multiplicity   1
Relative energy (zero: lowest compared OMol25 entry of this formula, charge and spin)   228.0 kJ/mol
Highest occupied orbital energy   -8.049 eV
SMILES string   [H]/N=C/C(N)=C/O.C

```
17
Properties=species:S:1:pos:R:3:forces:R:3:nbo_charge:R:1
H 0.240 -2.981 0.028 -0.3 0.1 -0.3 0.347
N 0.245 -1.990 0.255 -0.1 -0.3 0.5 -0.649
C -0.879 -1.407 0.129 0.3 -0.6 -0.6 0.109
C -1.048 -0.022 0.483 0.6 1.1 0.4 -0.076
N -2.188 0.688 0.018 0.0 0.1 0.0 -0.843
C -0.052 0.651 1.109 -0.8 -0.6 -0.1 0.196
O -0.063 1.977 1.341 -0.1 0.1 0.0 -0.659
H -1.748 -1.862 -0.374 0.0 -0.2 0.3 0.146
H -2.705 1.135 0.767 -0.1 -0.2 0.0 0.370
H -2.809 0.102 -0.524 0.0 0.2 0.0 0.376
H 0.783 0.129 1.543 0.2 0.0 -0.1 0.209
H -0.800 2.365 0.849 0.0 0.0 -0.1 0.484
C 2.211 0.249 -1.118 -0.6 -1.0 0.2 -0.873
H 1.663 -0.633 -0.683 0.7 1.0 -0.3 0.244
H 2.640 0.885 -0.355 0.0 0.0 0.2 0.208
H 1.509 0.829 -1.706 -0.1 0.2 -0.1 0.206
H 3.001 -0.114 -1.765 0.2 0.0 -0.1 0.206
```
Forces are in eV/Å.


No. 4
Density functional theory data (wB97M-V/def2-TZVPD) for a 2-piece molecular cluster, C11H15N overall at a distorted geometry.

Frontier orbital gap   0.3243 Eh
Calculated total energy   -13140.3056 eV
Spin multiplicity   1
Relative energy (zero: lowest compared OMol25 entry of this formula, charge and spin)   46.9 kJ/mol
Highest occupied orbital energy   -7.864 eV
SMILES string   Cc1c[nH]c2ccccc12.CC

```
27
Properties=species:S:1:pos:R:3:forces:R:3:nbo_charge:R:1
C 0.686 2.515 2.691 0.1 0.4 -0.4 -0.627
C 0.926 2.446 1.213 0.6 0.0 0.1 -0.081
C 1.175 3.496 0.385 -0.1 0.0 0.0 -0.038
N 1.479 3.028 -0.885 0.0 -0.2 -0.4 -0.532
C 1.397 1.659 -0.879 1.1 -0.8 0.6 0.143
C 1.811 0.694 -1.813 -0.2 0.9 0.0 -0.239
C 1.614 -0.617 -1.471 0.4 -0.5 0.2 -0.216
C 1.160 -1.023 -0.198 -0.2 -0.2 -1.1 -0.241
C 0.848 -0.088 0.752 0.8 -0.3 0.1 -0.187
C 1.114 1.248 0.431 -1.8 0.7 0.4 -0.098
H -0.382 2.588 2.896 0.0 -0.1 0.3 0.217
H 1.195 3.388 3.109 -0.2 0.0 0.0 0.217
H 1.111 1.649 3.186 -0.1 -0.2 0.1 0.217
H 1.214 4.544 0.654 -0.1 -0.1 -0.3 0.211
H 1.472 3.518 -1.762 0.1 0.4 0.3 0.410
H 2.369 1.012 -2.686 -0.4 -0.2 -0.3 0.213
H 1.875 -1.410 -2.155 0.2 0.1 -0.2 0.208
H 1.084 -2.100 -0.096 -0.3 0.1 0.5 0.211
H 0.519 -0.384 1.739 0.0 0.1 0.1 0.213
C -3.046 -3.862 -0.195 0.0 0.8 -0.2 -0.602
C -2.621 -2.704 -1.122 0.1 -0.6 0.6 -0.602
H -2.550 -3.727 0.763 0.1 -0.2 0.1 0.199
H -4.108 -3.781 0.014 -0.2 -0.3 -0.1 0.199
H -2.805 -4.839 -0.599 0.0 -0.2 0.0 0.201
H -2.914 -2.843 -2.160 -0.1 0.0 0.0 0.200
H -1.535 -2.606 -1.074 -0.1 0.2 -0.2 0.204
H -3.087 -1.801 -0.735 0.2 0.3 -0.2 0.202
```
Forces are in eV/Å.


No. 5
Density functional theory data (wB97M-V/def2-TZVPD) for a 2-piece molecular cluster, CH3NO2 overall at a distorted geometry.

Frontier orbital gap   0.3681 Eh
Calculated total energy   -6666.6177 eV
Spin multiplicity   1
Relative energy (zero: lowest compared OMol25 entry of this formula, charge and spin)   486.9 kJ/mol
Highest occupied orbital energy   -9.342 eV
SMILES string   C#N.OO

```
7
Properties=species:S:1:pos:R:3:forces:R:3:nbo_charge:R:1
C -2.220 -0.151 0.049 0.6 -0.2 0.0 0.139
N -1.096 -0.184 0.168 1.6 0.2 0.2 -0.359
H -3.225 -0.254 -0.099 -2.1 0.0 -0.2 0.225
O 2.199 0.725 -0.285 -0.9 1.9 0.5 -0.444
O 1.924 -0.634 -0.100 1.8 -1.7 -0.1 -0.458
H 1.405 1.074 0.191 1.3 0.6 -0.6 0.441
H 1.014 -0.575 0.076 -2.2 -0.8 0.2 0.456
```
Forces are in eV/Å.


No. 6
Density functional theory data (wB97M-V/def2-TZVPD) for one molecule with the formula C7H13N.

Frontier orbital gap   0.3273 Eh
Calculated total energy   -8959.0617 eV
Spin multiplicity   1
Relative energy (zero: lowest compared OMol25 entry of this formula, charge and spin)   84.0 kJ/mol
Highest occupied orbital energy   -7.807 eV
SMILES string   C=C(CC)/C(N)=C\C

```
21
Properties=species:S:1:pos:R:3:forces:R:3:nbo_charge:R:1
C -1.835 -0.982 -0.941 0.2 0.0 0.1 -0.372
C -0.707 -0.609 -0.346 -0.3 0.0 -0.1 -0.022
C 0.568 -1.392 -0.462 0.3 0.0 0.0 -0.435
C 1.432 -1.339 0.797 0.0 -0.1 -0.3 -0.606
C -0.685 0.625 0.484 -0.1 0.3 -0.1 0.147
N -1.538 0.580 1.588 -0.2 -0.1 0.2 -0.807
C 0.024 1.707 0.163 0.0 0.1 0.0 -0.289
C 0.834 1.852 -1.089 0.2 0.1 0.2 -0.637
H -1.891 -1.881 -1.533 0.1 -0.2 -0.1 0.193
H -2.734 -0.401 -0.857 -0.2 0.2 0.1 0.206
H 0.326 -2.429 -0.702 0.0 0.0 -0.1 0.211
H 1.150 -0.993 -1.299 0.0 0.0 0.0 0.214
H 2.337 -1.925 0.653 0.1 0.0 0.1 0.211
H 0.892 -1.749 1.644 -0.1 -0.1 0.3 0.198
H 1.714 -0.317 1.029 0.0 0.1 0.1 0.216
H -1.401 1.325 2.255 0.0 -0.1 0.0 0.374
H -1.628 -0.329 2.018 0.0 0.1 0.0 0.376
H 0.000 2.567 0.825 0.0 0.0 0.1 0.190
H 0.894 2.903 -1.381 0.0 -0.1 -0.1 0.216
H 1.861 1.492 -0.940 0.0 0.1 -0.1 0.203
H 0.386 1.296 -1.906 0.0 -0.1 -0.2 0.214
```
Forces are in eV/Å.